33
Properties=species:S:1:pos:R:3 method="wB97M-V/def2-TZVPD" e_above_lowest_kj_mol=152.1 lumo_energy_ev=-0.111 total_energy_ha=-840.82219 smiles=O.O.O.O.O.O.O.O.O.O.O
O 0.38624 3.09803 0.56112
H -0.15876 2.30803 0.54212
H -0.17976 3.81503 0.84712
O 1.79524 -3.06097 3.55512
H 1.20324 -2.62497 2.92712
H 1.34724 -3.87197 3.78912
O 0.01624 -0.06997 -3.28688
H -0.73876 0.20803 -2.70788
H 0.24124 0.67303 -3.76988
O -0.12276 -0.26297 0.29712
H -0.21476 -1.02797 0.87812
H 0.68524 -0.34197 -0.13388
O -0.39276 -2.29397 2.00712
H -0.29676 -3.14497 1.54212
H -1.13076 -2.51097 2.62912
O -2.48976 1.76503 0.64312
H -2.24776 1.18603 -0.05988
H -2.44776 2.61503 0.23212
O 2.55524 0.51803 -0.81088
H 2.68524 0.15103 -1.69988
H 3.43024 0.42703 -0.36488
O 0.19524 -2.59297 -2.24788
H 1.13024 -2.59897 -2.41288
H 0.15224 -1.67697 -2.42788
O 1.48124 2.94303 -1.93588
H 1.41024 3.48703 -1.19188
H 1.74024 2.11403 -1.48888
O -2.12576 -0.10497 -1.53288
H -1.47676 -0.41697 -0.96388
H -2.46376 -0.90197 -1.90288
O -1.13776 0.62903 3.14912
H -0.94076 0.39703 2.22412
H -1.88976 1.16903 3.11512

=====

16
Properties=species:S:1:pos:R:3 method="wB97M-V/def2-TZVPD" e_above_lowest_kj_mol=423.5 lumo_energy_ev=-5.898 total_energy_ha=-305.06874 charge=+1
C 0.56790 -1.22410 -0.15194
C 2.31924 0.17689 0.13527
C -0.48408 -0.23513 -0.07355
C -1.17416 0.24327 -1.27376
C -1.29667 -0.12050 1.12644
N 1.83190 -1.14918 -0.15532
N 1.47152 1.04527 0.38236
H 0.22434 -2.20247 -0.33318
H 3.37052 0.33558 0.21872
H -0.80594 -0.06875 -2.31935
H -1.36192 1.33500 -1.32637
H -2.17938 -0.15370 -1.19561
H -1.47153 -0.93159 1.81774
H -2.16430 0.46256 0.87843
H -0.70864 0.51970 1.79440
H 1.86120 1.96716 0.47571

=====

8
Properties=species:S:1:pos:R:3 method="wB97M-V/def2-TZVPD" e_above_lowest_kj_mol=493.7 lumo_energy_ev="-8.475 / -9.024" total_energy_ha=-208.08259 charge=+1
C -1.34421 -0.36331 -0.12072
C 1.21027 0.88958 -0.17776
N -1.04996 -1.36676 0.40519
O -0.64218 -2.36176 0.81990
H -1.93662 0.47850 -0.35909
H 1.76393 0.14251 0.37318
H 1.12720 0.79226 -1.25325
H 0.87156 1.78897 0.31256

=====

44
Properties=species:S:1:pos:R:3 method="wB97M-V/def2-TZVPD" e_above_lowest_kj_mol=1179.3 lumo_energy_ev=0.483 total_energy_ha=-1053.81739 smiles="Cc1c(C(=O)OCC(C)C)[nH]c2c1C(=O)C[C@H](c1ccco1)C2"
C 1.07379 -2.38000 -2.00959
C 0.15785 -1.25077 -1.47947
C -0.69123 -1.23203 -0.42661
C -0.92633 -2.13030 0.59798
O -0.42825 -3.07931 0.74053
O -1.79890 -1.67001 1.39490
C -1.93764 -2.37894 2.55433
C -0.94772 -2.44133 3.73002
C -0.90440 -1.07834 4.17468
C -1.37197 -3.35218 4.78226
N -1.18491 0.18239 -0.35888
C -0.84238 1.06305 -1.33743
C 0.20354 0.18010 -2.19792
C 0.97047 0.66173 -3.39252
O 1.44190 -0.00519 -4.14740
C 0.23877 2.03759 -3.91126
C -0.04884 2.95505 -2.80569
C 1.21207 3.30484 -1.74790
C 1.80533 2.54531 -0.77781
C 2.94402 3.31662 -0.54188
C 3.36566 4.12102 -1.58973
O 2.22302 4.11828 -2.25010
C -0.90753 2.27097 -1.89908
H 1.16003 -3.19780 -1.48894
H 0.76146 -2.53185 -3.08185
H 2.12995 -1.91302 -2.05911
H -2.92028 -2.07132 2.78984
H -2.07989 -3.48922 2.31061
H -0.05262 -2.76066 3.17388
H -1.85374 -0.60265 4.71574
H -0.03728 -1.06704 4.98799
H -0.56550 -0.20096 3.54495
H -2.37078 -3.31244 5.08892
H -0.81258 -3.39043 5.53304
H -1.24996 -4.53099 4.35411
H -2.02687 0.46687 0.16415
H -0.61267 1.87490 -4.38111
H 1.07612 2.31999 -4.67427
H -0.37347 3.94564 -3.08718
H 1.45439 1.83679 -0.14239
H 3.61969 2.96355 0.26075
H 4.11120 4.79986 -1.82091
H -1.99591 2.26533 -2.38285
H -1.00759 2.83690 -0.90678

=====

70
Properties=species:S:1:pos:R:3 method="wB97M-V/def2-TZVPD" e_above_lowest_kj_mol=33.8 lumo_energy_ev=-2.675 total_energy_ha=-4465.22313 charge=+1
In -0.24108 -0.49399 -1.13806
C -2.94345 -2.32747 -0.41788
C -2.18006 -3.30508 -1.34843
N -1.31904 -2.61010 -2.30067
C -2.03221 -2.20927 -3.52087
C -1.59164 -0.85150 -4.04409
N -1.53544 0.17694 -2.99503
C -2.80488 0.73244 -2.51333
C -3.52698 -0.20484 -1.54677
N -2.60375 -0.90678 -0.63742
H -4.02206 -2.46187 -0.51844
H -2.68371 -2.56543 0.60831
H -1.54252 -3.93879 -0.73716
H -2.89150 -3.96250 -1.85657
H -0.52234 -3.18674 -2.53776
H -1.89085 -2.94381 -4.31723
H -3.09974 -2.19643 -3.30605
H -0.58211 -0.94327 -4.44758
H -2.25488 -0.54285 -4.85769
H -0.96693 0.94641 -3.33305
H -2.55911 1.66551 -2.00693
H -3.47586 0.97488 -3.34305
H -4.24385 0.38434 -0.97188
H -4.10725 -0.94374 -2.09577
H -2.66801 -0.46108 0.27536
C 0.90047 -4.51320 1.35113
S 0.99274 -2.89280 0.71509
O 2.01210 -2.15695 1.42091
O -0.33819 -2.28391 0.75316
O 1.35629 -3.13154 -0.75559
H 0.54931 -4.42892 2.37843
H 1.89673 -4.94642 1.30631
H 0.19820 -5.08374 0.74730
O -0.55720 0.53471 3.08501
S -1.44029 1.03592 2.07737
O -2.74799 0.43371 1.96479
N -0.71025 1.00699 0.58481
C -0.59191 2.21892 0.05232
S 0.08229 2.42676 -1.46597
C -1.09036 3.29998 0.94444
C -1.12215 4.66248 0.70995
C -1.64279 5.48254 1.70336
C -2.11542 4.94861 2.90081
C -2.09036 3.57880 3.13580
C -1.57391 2.78562 2.13280
H -0.74962 5.06289 -0.22415
H -1.68452 6.55212 1.54622
H -2.50928 5.60992 3.66134
H -2.45944 3.15646 4.06073
Cl 2.78713 0.19654 -2.67649
Si 2.02873 -1.68478 -1.78898
Cl 1.68677 -2.67550 -3.58705
Cl 3.95618 -2.17499 -1.11030
N 4.98191 0.74865 1.95403
C 4.54605 1.02549 0.53253
C 3.24891 1.80954 0.58284
N 2.20645 1.15462 1.35758
C 2.64076 0.84494 2.71058
C 3.91594 0.01360 2.73519
H 5.16351 1.64281 2.41429
H 5.85523 0.22350 1.96218
H 4.40848 0.06116 0.04888
H 5.35122 1.56812 0.03898
H 2.90391 1.96687 -0.43716
H 3.43665 2.79511 1.02709
H 1.88870 0.30028 0.90579
H 1.85361 0.30340 3.22961
H 2.80173 1.78600 3.25076
H 3.76233 -0.93830 2.23050
H 4.30058 -0.15100 3.74079

=====

7
Properties=species:S:1:pos:R:3 method="wB97M-V/def2-TZVPD" e_above_lowest_kj_mol=26.8 lumo_energy_ev=0.389 total_energy_ha=-762.74339 smiles="O=C=O.O=CCl"
O -1.09304 -0.58018 -0.69857
C -0.49819 -0.61987 -1.68441
O 0.14021 -0.57156 -2.66604
O 0.09265 1.55918 0.70800
C 0.44325 0.49522 1.08982
Cl 0.00903 0.08198 2.69682
H 0.90609 -0.36476 0.55438

=====

38
Properties=species:S:1:pos:R:3 method="wB97M-V/def2-TZVPD" e_above_lowest_kj_mol=404.9 lumo_energy_ev=-7.688 total_energy_ha=-1553.43810 charge=+2
C 1.47800 -3.07923 -1.14936
S 0.14869 -4.29729 -1.41870
C 0.80251 -5.72034 -0.47088
C -1.16499 -3.63470 -0.53921
C -2.36049 -3.36905 -1.19419
N -3.39819 -3.16010 -1.70918
H 1.21734 -2.20375 -1.75377
H 1.52782 -2.81249 -0.09054
H 2.42561 -3.50497 -1.49404
H 0.17083 -6.58403 -0.70379
H 1.82032 -5.89991 -0.83540
H 0.79780 -5.51495 0.60207
H -1.15988 -3.71976 0.54478
Cl -1.02712 5.42187 1.23491
C 0.37445 4.42809 0.76403
N 0.03178 2.98958 0.55061
C -0.47807 2.32796 1.82086
C -0.72831 0.87959 1.55974
N -0.32627 0.60538 0.15301
F -0.56148 -0.84664 -0.08455
C 1.10926 0.87794 -0.07437
C 1.32505 2.33259 0.16645
C -1.19611 1.34344 -0.80424
C -0.95524 2.80126 -0.59043
H 0.77577 4.81679 -0.18158
H 1.12132 4.47534 1.56773
H 0.31024 2.45825 2.57399
H -1.38362 2.86958 2.12387
H -0.11810 0.23034 2.19336
H -1.78450 0.60882 1.64734
H 1.67247 0.25747 0.62817
H 1.33584 0.59399 -1.10608
H 1.67706 2.85034 -0.73505
H 2.01852 2.51137 0.99851
H -0.91102 1.01623 -1.80818
H -2.22726 1.04710 -0.59096
H -1.86739 3.34852 -0.31846
H -0.49266 3.25538 -1.47646

=====

11
Properties=species:S:1:pos:R:3 method="wB97M-V/def2-TZVPD" e_above_lowest_kj_mol=114.1 lumo_energy_ev=0.323 total_energy_ha=-802.93295 smiles="O=c1ccoc(Cl)c1"
O -1.91788 0.65003 -1.48926
C -1.03779 0.29011 -0.73698
C -0.79829 -1.08961 -0.36440
C 0.36876 -1.38470 0.33327
O 1.30982 -0.52262 0.78459
C 0.99275 0.80647 0.58091
Cl 2.44521 1.61290 0.95478
C -0.09826 1.21957 -0.07796
H -1.56745 -1.77875 -0.81943
H 0.67623 -2.16458 0.90901
H -0.37309 2.36117 -0.07451

=====

Repeat the seventh record exactly.
38
Properties=species:S:1:pos:R:3 method="wB97M-V/def2-TZVPD" e_above_lowest_kj_mol=404.9 lumo_energy_ev=-7.688 total_energy_ha=-1553.43810 charge=+2
C 1.47800 -3.07923 -1.14936
S 0.14869 -4.29729 -1.41870
C 0.80251 -5.72034 -0.47088
C -1.16499 -3.63470 -0.53921
C -2.36049 -3.36905 -1.19419
N -3.39819 -3.16010 -1.70918
H 1.21734 -2.20375 -1.75377
H 1.52782 -2.81249 -0.09054
H 2.42561 -3.50497 -1.49404
H 0.17083 -6.58403 -0.70379
H 1.82032 -5.89991 -0.83540
H 0.79780 -5.51495 0.60207
H -1.15988 -3.71976 0.54478
Cl -1.02712 5.42187 1.23491
C 0.37445 4.42809 0.76403
N 0.03178 2.98958 0.55061
C -0.47807 2.32796 1.82086
C -0.72831 0.87959 1.55974
N -0.32627 0.60538 0.15301
F -0.56148 -0.84664 -0.08455
C 1.10926 0.87794 -0.07437
C 1.32505 2.33259 0.16645
C -1.19611 1.34344 -0.80424
C -0.95524 2.80126 -0.59043
H 0.77577 4.81679 -0.18158
H 1.12132 4.47534 1.56773
H 0.31024 2.45825 2.57399
H -1.38362 2.86958 2.12387
H -0.11810 0.23034 2.19336
H -1.78450 0.60882 1.64734
H 1.67247 0.25747 0.62817
H 1.33584 0.59399 -1.10608
H 1.67706 2.85034 -0.73505
H 2.01852 2.51137 0.99851
H -0.91102 1.01623 -1.80818
H -2.22726 1.04710 -0.59096
H -1.86739 3.34852 -0.31846
H -0.49266 3.25538 -1.47646